This record from OMol25 describes a cluster of 8 separate species, C48H120F12N6O6P2 in total in a non-equilibrium geometry. The level of theory is ωB97M-V/def2-TZVPD.

Calculated values
* energy above the lowest of the compared OMol25 structures with the same formula, charge and spin: 47.0 kcal per mole
* total charge: +4
* frontier orbital gap: 8.6 eV
* E_LUMO: -7.6151 eV
* HOMO level: -16.263 eV
* electronic energy: -124105.926 eV
* max |F|: 3.40 eV/Å

Structure (XYZ):
```
194
Properties=species:S:1:pos:R:3:lowdin_charge:R:1
C 8.4303 31.6946 9.7294 -0.012
C 7.3425 31.2919 10.8885 -0.117
N 7.5750 29.9264 11.4928 -0.228
C 7.5655 28.8008 10.4308 0.023
C 8.9569 29.8031 12.1398 -0.131
C 9.2335 28.4983 13.0188 -0.019
C 6.4322 29.5357 12.5100 -0.029
C 6.1366 30.5837 13.6146 -0.156
O 7.1156 30.7677 14.6719 -0.192
C 6.9906 31.9705 15.4649 -0.054
H 8.4859 30.9723 8.9150 0.067
H 9.4613 31.7602 10.0769 0.072
H 8.0619 32.6018 9.2505 0.045
H 6.3004 31.3148 10.5698 0.092
H 7.4828 31.9477 11.7477 0.099
H 8.3969 28.7401 9.7286 0.109
H 6.6402 28.9683 9.8796 0.092
H 7.5396 27.7887 10.8347 0.097
H 9.1139 30.6879 12.7567 0.114
H 9.7754 29.8820 11.4243 0.115
H 10.3001 28.2814 12.9605 0.084
H 8.7635 27.5791 12.6692 0.067
H 9.1146 28.5860 14.0988 0.088
H 6.6538 28.5159 12.8246 0.094
H 5.5450 29.4984 11.8780 0.104
H 5.1846 30.3832 14.1061 0.119
H 5.9004 31.5176 13.1047 0.083
H 7.2600 32.8179 14.8345 0.073
H 7.5856 31.7807 16.3583 0.107
H 5.9400 32.1015 15.7241 0.082
C -1.8667 28.2349 15.9396 -0.046
C -1.3721 27.6527 14.6068 -0.145
N 0.1384 27.4370 14.5140 -0.242
C 0.5185 26.9084 13.1343 0.004
C 0.8638 28.8265 14.6824 -0.123
C 2.4097 28.8415 14.6076 -0.059
C 0.7110 26.4894 15.5303 -0.044
C -0.1813 25.2300 15.9162 -0.148
O -0.2847 24.4134 14.7682 -0.198
C -1.0316 23.2778 14.9217 -0.118
H -1.6556 29.2926 16.0973 0.081
H -1.5737 27.5658 16.7486 0.080
H -2.9485 28.2995 15.8224 0.096
H -1.6355 28.3280 13.7928 0.130
H -1.8261 26.6717 14.4667 0.128
H 1.5803 26.7072 12.9925 0.085
H 0.2792 27.6579 12.3799 0.089
H -0.0821 26.0327 12.8886 0.107
H 0.5052 29.3067 15.5929 0.116
H 0.4659 29.4994 13.9228 0.115
H 2.7791 29.8251 14.8977 0.075
H 2.8433 28.7274 13.6141 0.056
H 2.9706 28.2796 15.3544 0.089
H 0.7848 27.2177 16.3380 0.131
H 1.7044 26.2564 15.1471 0.116
H -1.1453 25.5118 16.3398 0.111
H 0.2507 24.6290 16.7163 0.140
H -0.6998 22.5723 15.6835 0.101
H -0.9776 22.7434 13.9732 0.101
H -2.0675 23.5027 15.1754 0.097
C 4.1888 34.1072 13.0723 -0.019
C 5.3855 34.2796 12.0207 -0.119
N 5.5199 35.6080 11.1795 -0.203
C 4.1550 35.9099 10.4260 0.056
C 5.9712 36.7451 12.2101 -0.108
C 5.9588 38.2632 11.8014 -0.020
C 6.6457 35.5224 10.0924 -0.058
C 8.1293 35.5080 10.5904 -0.201
O 8.3034 34.6904 11.7028 -0.219
C 9.6857 34.3872 11.9300 -0.055
H 3.9833 33.1024 13.4413 0.067
H 3.2917 34.3633 12.5086 0.048
H 4.4351 34.6800 13.9663 0.083
H 5.4982 33.5006 11.2666 0.104
H 6.1935 34.3023 12.7520 0.094
H 3.9396 35.0418 9.8030 0.077
H 4.3954 36.7727 9.8048 0.090
H 3.3709 36.1444 11.1460 0.103
H 6.8637 36.2952 12.6449 0.115
H 5.2319 36.6004 12.9980 0.111
H 5.0166 38.5623 11.3420 0.073
H 6.7248 38.3921 11.0367 0.076
H 5.8719 38.8538 12.7134 0.101
H 6.4915 36.4611 9.5602 0.117
H 6.3068 34.6798 9.4897 0.102
H 8.6324 36.4553 10.7842 0.141
H 8.6087 35.0592 9.7204 0.107
H 10.2024 35.2668 12.3138 0.103
H 10.2425 34.0844 11.0432 0.090
H 9.7976 33.5842 12.6586 0.096
C 6.4341 37.9625 4.1882 -0.022
C 7.2697 36.6991 4.6243 -0.129
N 6.4148 35.4400 4.9427 -0.225
C 5.6999 35.0345 3.6557 0.038
C 7.4002 34.3443 5.3913 -0.137
C 8.2486 34.5950 6.6660 -0.059
C 5.4119 35.8108 6.0680 -0.057
C 4.4925 34.7378 6.6659 -0.234
O 5.2080 33.8287 7.3869 -0.244
C 4.5259 32.6692 7.9051 -0.034
H 5.7164 38.2259 4.9652 0.067
H 5.7443 37.7237 3.3787 0.079
H 7.1507 38.7582 3.9848 0.102
H 7.8741 36.8493 5.5188 0.113
H 7.9979 36.4242 3.8613 0.135
H 5.3077 34.0316 3.8242 0.104
H 6.5073 34.9933 2.9247 0.122
H 4.7797 35.5640 3.4086 0.115
H 8.0549 34.0650 4.5658 0.140
H 6.9037 33.4232 5.6964 0.118
H 7.6377 34.9604 7.4915 0.047
H 9.0857 35.2740 6.5036 0.083
H 8.9084 33.7621 6.9087 0.094
H 4.6363 36.4202 5.6042 0.128
H 5.8524 36.3974 6.8742 0.134
H 3.8632 34.1691 5.9813 0.127
H 3.8027 35.2027 7.3703 0.122
H 3.9089 32.3107 7.0811 0.096
H 3.8308 33.0530 8.6519 0.064
H 5.1931 31.9127 8.3181 0.087
C 1.4143 27.3812 7.4579 -0.071
C 2.0370 26.0483 7.6903 -0.188
N 2.8816 25.8497 8.9308 -0.179
C 2.0962 26.2071 10.2015 -0.001
C 3.3054 24.3344 8.9926 -0.124
C 2.2169 23.3716 9.4738 -0.048
C 4.1256 26.8212 8.8588 -0.061
C 4.9418 26.9002 7.5758 -0.203
O 5.6001 25.6885 7.1406 -0.202
C 6.1641 25.6578 5.7438 -0.017
H 0.7761 27.6821 8.2887 0.071
H 0.7131 27.3609 6.6236 0.099
H 2.1271 28.2057 7.4496 0.068
H 2.4931 25.6613 6.7791 0.139
H 1.2091 25.3472 7.7960 0.129
H 2.7149 25.9844 11.0708 0.093
H 1.0998 25.7653 10.1960 0.106
H 1.9017 27.2794 10.1785 0.070
H 4.0694 24.2574 9.7662 0.116
H 3.8644 24.0498 8.1012 0.129
H 2.7407 22.4717 9.7961 0.100
H 1.6223 23.1065 8.5995 0.083
H 1.6618 23.6995 10.3527 0.076
H 4.8085 26.5574 9.6664 0.125
H 3.7985 27.8138 9.1683 0.099
H 5.5542 27.7996 7.6404 0.118
H 4.3146 27.1219 6.7122 0.103
H 5.5100 26.1600 5.0311 0.082
H 6.4006 24.6375 5.4420 0.095
H 7.1236 26.1717 5.8030 0.081
C -2.0297 30.7169 8.3057 -0.028
C -0.7273 31.5897 8.1851 -0.104
N -1.0461 33.0466 7.6544 -0.206
C 0.2286 33.8927 7.5814 0.010
C -1.6846 32.9843 6.2534 -0.148
C -0.8053 32.3683 5.0889 -0.047
C -2.1530 33.8056 8.5462 -0.029
C -1.9182 33.7787 10.1003 -0.152
O -0.5180 33.9912 10.3173 -0.234
C -0.1208 34.0514 11.6752 -0.079
H -2.8982 31.2280 8.7210 0.074
H -1.8729 29.8934 9.0024 0.087
H -2.3120 30.4176 7.2963 0.078
H 0.1017 31.2286 7.5765 0.109
H -0.3188 31.7728 9.1789 0.097
H 0.8666 33.5680 6.7595 0.085
H 0.9610 33.9871 8.3831 0.090
H -0.2230 34.8692 7.4065 0.105
H -1.7754 34.0050 5.8820 0.128
H -2.6086 32.4080 6.2074 0.124
H -0.1247 33.1112 4.6730 0.072
H -1.4775 31.8902 4.3764 0.094
H -0.1119 31.6211 5.4750 0.060
H -3.1566 33.4617 8.2963 0.129
H -2.1144 34.8461 8.2236 0.126
H -2.2189 32.8047 10.4863 0.122
H -2.5243 34.5742 10.5340 0.140
H -0.7635 34.6423 12.3278 0.099
H 0.9028 34.4119 11.7769 0.071
H -0.1608 33.0171 12.0170 0.090
P 2.6514 30.5296 10.7330 0.208
F 3.1249 30.9310 12.2364 -0.150
F 4.0531 31.0497 10.1540 -0.175
F 3.2598 29.0328 10.9385 -0.165
F 2.1538 30.1692 9.2782 -0.141
F 1.1562 29.9748 11.2753 -0.192
F 2.1548 32.0683 10.4576 -0.179
P 5.2327 25.7784 13.2650 0.286
F 4.6617 26.7883 12.1239 -0.197
F 6.6663 26.0548 12.5656 -0.187
F 5.4758 27.1404 14.2180 -0.199
F 6.0116 24.8511 14.3644 -0.146
F 3.7347 25.4814 13.9800 -0.187
F 5.1185 24.4917 12.2420 -0.172
```

***

This record from OMol25 describes a cluster of 2 separate species, H3OPS2 in total in a non-equilibrium geometry. The level of theory is ωB97M-V/def2-TZVPD.

Calculated values
* energy above the lowest of the compared OMol25 structures with the same formula, charge and spin: 69.5 kcal per mole
* frontier orbital gap (alpha / beta): 8.1 / 5.7 eV
* E_LUMO (alpha / beta): -0.8624 / -1.8904 eV
* HOMO level (alpha / beta): -8.995 / -7.565 eV
* electronic energy: -33053.705 eV
* max |F|: 2.65 eV/Å

Structure (XYZ):
```
7
Properties=species:S:1:pos:R:3:nbo_charge:R:1
O 0.9913 -1.7827 0.5373 -1.010
P 0.3082 -0.8190 -0.5230 0.915
S -2.8796 0.2920 -0.0191 -0.332
S 1.4862 0.8401 -0.2004 -0.321
H 1.8696 -1.6295 0.9372 0.517
H -2.4485 1.4721 0.1118 0.073
H 0.6726 1.6270 -0.8438 0.158
```

***

This record from OMol25 describes a structure of composition C21H24N3O2ReS2. The level of theory is ωB97M-V/def2-TZVPD.

Calculated values
* ⟨S²⟩: 0.7559
* energy above the lowest of the compared OMol25 structures with the same formula, charge and spin: 1.3 kcal per mole
* total charge: +3
* frontier orbital gap (alpha / beta): 5.7 / 5.6 eV
* 2S+1: 2
* E_LUMO (alpha / beta): -10.7081 / -10.7883 eV
* HOMO level (alpha / beta): -16.385 / -16.386 eV
* electronic energy: -54504.982 eV
* max |F|: 0.84 eV/Å

Structure (XYZ):
```
53
Properties=species:S:1:pos:R:3:lowdin_spin:R:1
Re -0.2903 3.2076 -0.3716 0.747
N 0.8290 4.5696 0.9274 0.020
C 0.5437 6.0292 0.7092 0.009
C 0.9137 6.5790 -0.6786 0.002
C -0.0807 6.4587 -1.7485 0.005
O -0.7859 6.7053 -2.5718 0.005
O -0.1899 4.2403 -1.6814 0.070
H 0.6066 4.3932 1.9106 0.007
H 1.8365 4.4193 0.8569 0.001
H 1.1383 6.5953 1.4265 0.000
H -0.5051 6.2161 0.9368 0.004
H 1.8487 6.1680 -1.0728 0.000
H 1.0353 7.6692 -0.6049 0.000
S 1.2557 1.4789 -0.3095 0.033
C 0.3773 0.1159 -0.9405 0.009
N 0.9850 -0.8903 -1.4727 0.017
C 0.1967 -2.0184 -2.0084 0.001
C -1.0110 -2.2629 -1.1457 0.000
N -1.7513 -1.0008 -0.9411 -0.003
C -3.2411 -1.1414 -0.7573 0.001
C -3.5378 -2.2636 0.1900 0.000
C -3.2361 -2.1237 1.5441 0.000
C -3.5021 -3.1615 2.4211 0.000
C -4.0759 -4.3372 1.9498 0.000
C -4.3872 -4.4753 0.6044 0.000
C -4.1145 -3.4397 -0.2781 0.000
C -1.1124 0.1153 -0.8573 0.010
S -1.9321 1.6394 -0.6095 0.059
C 2.4732 -0.9591 -1.5880 0.001
C 3.1251 -1.2095 -0.2511 0.001
C 4.1833 -0.4023 0.1487 0.000
C 4.8387 -0.6599 1.3448 0.000
C 4.4275 -1.7125 2.1489 0.000
C 3.3673 -2.5196 1.7533 0.000
C 2.7223 -2.2734 0.5522 0.000
H 0.8351 -2.8985 -2.0141 0.000
H -0.0669 -1.7788 -3.0422 0.001
H -0.7597 -2.6645 -0.1617 0.000
H -1.6897 -2.9665 -1.6243 0.000
H -3.6418 -1.3284 -1.7553 0.000
H -3.6118 -0.1844 -0.3999 0.001
H -2.8185 -1.1944 1.9201 0.000
H -3.2830 -3.0515 3.4743 0.000
H -4.2940 -5.1424 2.6380 0.000
H -4.8513 -5.3830 0.2442 0.000
H -4.3778 -3.5403 -1.3253 0.000
H 2.8080 -0.0146 -2.0193 0.000
H 2.6712 -1.7516 -2.3085 0.000
H 4.5190 0.4092 -0.4873 0.000
H 5.6786 -0.0469 1.6420 0.000
H 4.9426 -1.9170 3.0775 0.000
H 3.0627 -3.3543 2.3697 0.000
H 1.9267 -2.9412 0.2365 0.000
```

***

This record from OMol25 describes the molecule C3H4FNOS2 in a non-equilibrium geometry. The level of theory is ωB97M-V/def2-TZVPD.

Calculated values
* energy above the lowest of the compared OMol25 structures with the same formula, charge and spin: 100.8 kcal per mole
* SMILES string: O/N=C\SC(=S)CF
* frontier orbital gap: 8.1 eV
* E_LUMO: -1.0206 eV
* HOMO level: -9.170 eV
* electronic energy: -31096.771 eV
* max |F|: 4.50 eV/Å

Structure (XYZ):
```
12
Properties=species:S:1:pos:R:3:nbo_charge:R:1
C 0.4082 1.0555 -1.3273 -0.197
C -1.2094 -0.5572 0.0515 -0.344
C -0.5306 -0.2094 1.3478 -0.071
H 1.7420 -0.7886 -0.5715 0.457
H -0.1764 1.9663 -1.7228 0.248
H -1.0561 -1.0943 2.0694 0.242
H -0.8168 0.9335 1.5328 0.221
N 1.6396 1.0140 -0.9467 -0.066
O 2.4046 -0.1463 -0.5491 -0.479
F 0.8177 -0.5676 1.3028 -0.368
S -0.5067 -0.4602 -1.5508 0.299
S -2.7160 -1.1458 0.3637 0.057
```